(1)
A cluster of 2 separate species, C4H12NO in total, computed with ωB97M-V/def2-TZVPD.

Last column: Mulliken charge in e.
Positions of all 18 atoms, in Å:
C -1.511 1.683 0.572  -1.286
C -0.838 0.380 0.233  -0.296
C 0.659 0.404 -0.015  0.512
C 1.423 1.207 -0.727  -0.937
N 1.372 -0.688 0.793  -0.284
H -1.366 2.053 1.585  0.336
H -1.371 2.497 -0.142  0.341
H -2.602 1.602 0.489  0.365
H -1.045 -0.392 0.963  0.339
H -1.227 -0.005 -0.715  0.244
H 1.127 2.120 -1.222  0.288
H 2.404 0.907 -1.078  0.280
H 0.639 -1.381 0.921  0.349
H 1.812 -0.343 1.642  0.329
H 2.066 -1.189 0.246  0.390
H -0.565 -2.475 -1.851  0.315
H -0.673 -3.631 -0.740  0.315
O -0.306 -2.749 -0.955  -0.601

Output
Kohn-Sham gap	11.26	eV
lowest unoccupied orbital energy	-0.122	Ha
charge	+1
HOMO energy	-14.573	eV



(2)
The ion C4H12NO with charge +1, computed with ωB97M-V/def2-TZVPD.

Last column: Mulliken charge in e.
Positions of all 18 atoms, in Å:
C -1.263 0.896 -0.217  -0.735
O -2.208 0.184 0.565  -0.481
C 0.103 0.344 0.183  -0.021
C 0.294 -1.110 -0.190  -0.665
C 1.643 -1.686 0.251  -1.118
N 1.171 1.192 -0.536  -0.279
H -1.455 0.708 -1.271  0.314
H -1.298 1.961 0.005  0.439
H -2.973 0.745 0.736  0.321
H 0.261 0.508 1.251  0.341
H -0.556 -1.628 0.257  0.392
H 0.159 -1.229 -1.267  0.391
H 1.719 -2.733 -0.020  0.363
H 2.459 -1.153 -0.242  0.320
H 1.742 -1.637 1.335  0.326
H 1.420 0.724 -1.413  0.386
H 2.032 1.271 0.005  0.362
H 0.826 2.126 -0.757  0.345

Output
Kohn-Sham gap	11.20	eV
lowest unoccupied orbital energy	-0.135	Ha
SMILES	CC[C@@H]([NH3+])CO
charge	+1
HOMO energy	-14.864	eV



Stability check: which of them is least stable? (1).



(1)
A cluster of 2 separate species, C5H11N2O in total, computed with ωB97M-V/def2-TZVPD.

Last column: Mulliken charge in e.
Positions of all 19 atoms, in Å:
C -1.816 1.297 1.175  -0.835
C -1.188 0.109 1.009  -0.203
C 1.473 0.358 0.003  0.185
C -0.665 -1.776 -0.567  -1.358
C -0.704 -0.324 -0.239  1.024
N 2.281 -0.025 0.915  -0.302
N 1.595 1.238 -0.905  -0.312
O -0.872 0.303 -1.420  -0.522
H -2.360 1.448 2.085  0.343
H -1.918 2.016 0.324  0.237
H -1.021 -0.665 1.730  0.380
H -1.078 -2.096 -1.576  0.386
H 0.250 -2.314 -0.377  0.307
H -1.323 -2.247 0.089  0.412
H 1.913 -0.699 1.583  0.255
H 3.145 0.450 0.911  0.217
H 0.799 1.418 -1.570  0.248
H 2.477 1.822 -1.013  0.223
H -0.989 -0.313 -2.157  0.317

Output
Kohn-Sham gap	8.77	eV
lowest unoccupied orbital energy	-0.150	Ha
charge	+1
HOMO energy	-12.839	eV



(2)
The ion C5H11N2O with charge +1, computed with ωB97M-V/def2-TZVPD.

Last column: Mulliken charge in e.
Positions of all 19 atoms, in Å:
C 2.146 0.107 -0.187  -0.087
C 0.280 -1.060 0.867  -0.731
C -0.604 0.210 0.180  0.895
C -0.799 -0.021 -1.425  -1.097
C -1.975 0.460 0.768  -1.388
N 1.493 1.215 0.099  -0.097
N 1.568 -1.042 0.104  -0.047
O 0.159 1.353 0.406  -0.231
H 3.055 0.196 -0.847  0.322
H 0.418 -0.778 1.963  0.339
H -0.224 -2.030 0.722  0.445
H -1.459 0.779 -1.892  0.345
H -1.374 -1.005 -1.503  0.333
H 0.219 -0.225 -1.883  0.317
H -1.988 0.943 1.826  0.340
H -2.502 -0.540 0.916  0.359
H -2.360 1.243 0.144  0.425
H 1.793 2.044 -0.403  0.295
H 2.156 -1.848 0.143  0.262

Output
Kohn-Sham gap	10.67	eV
lowest unoccupied orbital energy	-0.140	Ha
SMILES	CC1(C)C[NH+]=CNO1
charge	+1
HOMO energy	-14.483	eV



Stability check: which of them is least stable? (1).